The following is a quantum chemistry calculation of a 10-piece molecular cluster, C54H99N18O4S overall in a non-equilibrium geometry, from the Open Molecules 2025 dataset.

Structure (XYZ):
```
176
Properties=species:S:1:pos:R:3:forces:R:3
H 8.859 -24.007 -21.212 0.03 -1.07 0.10
C 12.196 -23.617 -26.676 1.38 -1.51 -0.35
N 8.042 -24.818 -29.177 0.10 2.14 1.08
C 13.292 -26.174 -20.603 -0.10 0.60 -1.05
C 13.367 -21.521 -22.513 0.19 -1.97 0.12
H 11.830 -23.920 -27.657 0.26 -0.35 0.05
C 9.125 -32.118 -24.849 0.62 -1.37 -0.36
C 5.085 -29.453 -25.464 2.58 2.13 0.24
N 4.106 -24.629 -23.914 0.99 -1.55 2.34
H 12.397 -30.524 -20.635 -0.63 -0.46 0.56
C 11.196 -21.157 -21.240 0.10 1.66 1.00
H 9.303 -23.458 -19.610 -0.03 0.68 -0.26
H 4.288 -26.984 -20.900 0.37 -0.12 1.04
H 8.288 -29.435 -18.429 -0.09 0.22 0.01
N 5.432 -28.844 -26.666 -0.38 -1.54 2.47
H 9.342 -19.765 -23.011 -0.31 -0.63 -0.42
H 10.837 -28.941 -19.951 0.39 -0.36 0.09
H 11.980 -27.046 -23.145 -0.06 0.06 0.19
H 7.224 -22.818 -29.385 -0.23 0.05 0.15
H 12.919 -26.680 -19.712 0.32 0.32 0.02
C 13.813 -28.343 -23.546 0.23 2.10 1.86
C 12.210 -27.356 -27.508 0.38 0.35 0.87
H 5.778 -27.542 -21.643 0.27 -0.17 0.50
H 10.644 -26.264 -33.105 -0.20 0.37 -0.37
C 9.383 -19.923 -25.268 -3.32 -0.59 1.46
N 11.990 -25.686 -31.698 1.55 -1.56 2.45
H 11.699 -21.031 -20.281 -0.99 1.30 0.40
N 8.430 -25.213 -19.423 -1.03 -2.54 -0.91
C 12.960 -24.910 -31.061 -0.21 0.38 -0.63
H 9.173 -26.557 -20.916 -0.09 -0.46 -0.12
C 16.004 -23.872 -23.049 0.07 -0.53 0.52
H 2.223 -24.697 -24.851 0.17 0.09 0.32
H 11.240 -21.096 -27.056 -0.14 0.42 0.24
H 4.417 -30.760 -28.144 0.07 -0.13 -0.36
C 8.870 -28.870 -19.158 0.00 0.97 0.97
H 2.828 -24.885 -27.065 0.05 -0.09 0.08
H 10.387 -24.421 -24.641 0.35 -0.08 0.41
C 10.468 -31.036 -21.661 0.51 1.93 -0.36
C 6.688 -25.896 -30.950 0.44 0.68 -0.87
H 9.860 -31.631 -20.980 0.45 -0.44 -0.19
H 11.117 -23.683 -21.729 0.09 -0.06 -0.22
C 5.867 -24.640 -22.496 -1.14 -0.19 -1.09
S 9.409 -26.620 -23.538 -1.91 -1.29 -1.44
H 12.199 -32.146 -21.412 0.70 0.12 0.30
H 3.554 -29.784 -29.358 -0.01 0.01 0.14
H 11.387 -27.710 -31.324 -0.12 -0.07 0.35
C 7.970 -25.404 -18.125 0.29 -0.25 0.12
H 4.474 -25.293 -26.531 0.11 0.08 -0.05
H 8.974 -30.299 -27.035 0.11 0.15 -0.03
C 7.554 -23.595 -28.712 -0.56 -3.12 0.84
C 8.124 -26.744 -17.772 -0.42 1.88 -1.70
H 13.866 -20.566 -22.583 -0.29 0.14 0.30
H 12.429 -24.436 -25.995 0.27 -0.54 -0.69
O 10.155 -25.710 -22.727 2.18 3.16 1.86
C 7.174 -28.602 -25.282 -0.99 -0.99 -0.08
H 4.156 -29.898 -25.139 -0.12 -0.03 -0.48
H 13.711 -28.808 -24.515 0.13 0.02 0.14
C 9.622 -22.345 -24.455 2.13 -0.29 -1.32
H 17.520 -27.976 -22.173 0.25 -0.08 -0.20
H 3.976 -23.590 -26.942 0.28 -0.21 -0.04
C 11.996 -23.183 -22.108 0.72 -3.02 -0.95
H 10.261 -21.696 -21.093 0.37 -0.33 -0.21
H 10.574 -18.893 -23.846 -0.01 0.51 0.13
H 13.932 -27.919 -28.724 -0.13 -0.14 0.19
H 12.537 -28.110 -26.793 0.01 0.20 0.29
C 8.158 -24.828 -26.980 -0.91 0.02 0.09
C 12.952 -27.447 -22.898 3.63 -1.42 1.90
C 10.393 -29.179 -18.985 -1.07 1.19 -0.53
H 12.355 -28.614 -29.212 0.42 -0.36 0.13
H 13.435 -24.147 -31.661 -0.24 0.59 0.52
N 6.141 -29.245 -24.545 -0.10 1.40 -5.74
H 5.523 -22.983 -23.885 -0.31 -0.18 -0.22
H 10.659 -29.741 -26.723 -0.13 -0.13 0.14
C 10.434 -30.522 -24.131 -1.39 -0.92 -0.32
N 13.918 -22.671 -23.024 -2.04 1.53 0.81
H 7.127 -21.623 -26.833 0.65 -0.14 -0.23
C 16.169 -29.124 -23.467 0.73 -0.33 0.73
H 11.125 -27.305 -27.413 -0.08 -0.23 -0.61
N 11.193 -22.952 -25.982 -3.47 3.93 1.57
H 14.141 -25.496 -20.521 0.29 -0.45 1.00
C 11.239 -25.369 -32.920 0.40 -0.32 -0.14
H 11.048 -29.634 -24.180 -0.24 0.05 0.59
H 18.336 -29.341 -23.052 -0.08 0.63 -0.59
O 8.073 -26.124 -23.845 -1.32 1.50 -0.40
N 12.694 -26.746 -29.867 -0.72 1.58 -0.86
H 8.368 -20.314 -25.343 -0.90 1.02 0.21
C 3.833 -29.854 -28.307 -0.40 -1.43 0.45
N 10.124 -31.345 -23.050 1.00 1.64 -2.58
H 8.986 -26.548 -28.140 -0.08 0.23 -0.32
H 10.104 -30.015 -21.546 -0.05 0.09 0.06
H 3.134 -26.274 -22.952 0.12 -0.27 -0.19
H 16.177 -23.555 -22.021 0.51 0.35 -0.12
H 10.656 -24.458 -32.789 -0.15 -0.26 0.19
H 8.255 -24.329 -31.173 -0.31 -0.16 -0.27
H 13.104 -23.022 -26.776 -0.15 0.19 -0.09
H 5.835 -22.527 -26.343 -0.17 -1.00 -0.35
H 6.863 -24.542 -22.090 -0.34 0.21 0.00
H 16.934 -24.047 -23.589 0.00 0.10 0.21
H 15.820 -30.145 -23.617 0.54 -0.23 0.12
H 15.656 -27.771 -20.779 -0.14 0.07 0.05
H 5.782 -30.830 -23.431 0.48 -0.32 0.62
H 6.862 -26.264 -31.961 -0.47 -0.23 -0.08
C 6.721 -28.392 -26.562 0.02 -0.02 1.07
C 14.899 -27.829 -21.547 -3.18 0.36 -5.60
C 13.055 -23.707 -22.835 -1.01 0.70 0.91
H 12.583 -25.454 -21.012 -0.61 -0.73 0.07
C 8.019 -25.232 -30.609 -0.21 -0.11 0.77
H 8.880 -18.317 -23.778 0.14 0.09 -0.61
H 12.550 -26.374 -27.180 0.24 -0.12 0.21
C 11.985 -31.079 -21.478 0.27 -0.91 0.36
H 8.814 -25.957 -30.779 0.22 0.17 0.31
H 13.986 -25.260 -29.059 0.19 0.32 -0.48
C 3.687 -24.539 -26.491 -0.48 0.12 1.31
C 3.210 -24.257 -24.997 -0.17 0.67 -1.36
H 8.453 -29.066 -20.146 0.36 -0.20 -0.02
H 15.497 -24.824 -22.891 -0.14 -0.23 -0.53
O 10.106 -26.877 -24.802 1.15 -0.17 -1.32
H 5.965 -26.272 -20.405 -0.58 -0.04 0.12
H 12.627 -30.668 -22.258 -0.71 -0.04 -0.76
H 11.920 -25.184 -33.751 0.06 -0.24 0.03
C 9.954 -30.569 -26.643 -0.28 -0.39 0.09
H 10.575 -30.194 -18.634 -0.05 0.06 -0.27
H 8.873 -22.342 -23.677 0.20 0.24 -0.09
C 4.603 -28.666 -27.868 -0.69 0.98 -0.35
C 5.200 -23.934 -23.488 2.13 0.01 0.64
C 10.813 -21.656 -26.237 0.38 -1.25 2.01
N 7.414 -23.668 -27.325 2.66 -1.45 -3.73
N 9.968 -21.250 -25.259 1.92 -1.11 -2.06
H 7.511 -24.553 -17.645 0.27 -0.23 0.54
C 13.314 -25.479 -29.876 -0.51 -1.61 -0.71
C 9.526 -19.184 -23.915 1.04 0.12 -0.54
N 9.784 -30.982 -25.254 1.21 0.00 3.53
H 5.598 -29.355 -22.545 -0.14 0.16 -0.14
H 3.878 -27.877 -27.667 0.20 0.29 0.17
H 7.211 -27.954 -27.419 -0.08 -0.05 0.24
H 5.204 -28.314 -28.706 0.56 0.00 0.44
H 2.931 -29.984 -27.709 -0.13 0.03 -0.15
H 10.989 -20.299 -21.879 0.07 0.47 0.95
C 10.444 -23.373 -24.892 -0.92 0.09 -0.31
H 7.647 -23.303 -20.180 -0.34 -0.51 0.51
H 7.217 -29.876 -22.806 0.19 -0.02 -0.78
N 15.021 -28.462 -22.812 -2.15 1.18 1.61
C 8.490 -25.589 -28.108 -1.39 2.83 1.70
H 3.159 -23.173 -24.899 -0.59 -0.07 0.02
N 8.521 -27.382 -18.942 1.36 0.52 -1.43
C 8.518 -23.959 -20.178 1.02 0.94 1.03
H 8.809 -32.802 -25.623 -0.51 -0.04 0.26
H 15.686 -21.899 -23.708 -0.10 0.02 -0.73
H 5.888 -25.157 -31.006 -0.09 -0.16 0.11
H 8.183 -28.487 -24.914 -0.26 0.24 0.35
H 10.842 -28.482 -18.277 -0.16 -0.13 0.26
O 9.245 -27.832 -22.775 0.05 -2.91 1.28
H 16.319 -28.713 -24.466 -0.22 0.43 0.15
H 7.316 -22.725 -25.448 0.18 -0.22 -0.30
H 6.414 -26.734 -30.309 0.20 0.12 0.08
N 12.199 -21.893 -21.901 1.91 -0.39 -2.49
C 9.411 -32.389 -23.526 -0.80 -0.03 -1.38
C 11.911 -26.840 -30.957 0.24 1.36 -0.73
H 9.437 -19.405 -26.225 1.12 0.21 0.33
H 10.301 -31.453 -27.179 0.17 0.22 -0.18
C 17.419 -28.978 -22.588 -0.31 -1.39 0.07
C 6.915 -22.624 -26.457 -0.29 1.19 0.64
H 8.327 -24.941 -25.919 0.01 -0.84 0.10
C 12.860 -27.738 -28.803 -0.83 -0.40 -1.20
C 6.235 -29.850 -23.278 -1.09 -1.08 1.79
H 14.815 -23.183 -24.738 0.65 0.37 -0.30
C 4.032 -25.684 -23.061 -0.21 -0.42 0.06
H 9.261 -33.304 -22.973 -0.38 0.21 0.14
N 5.098 -25.768 -22.222 -0.97 3.75 -2.95
C 8.734 -26.432 -19.938 -0.36 -0.30 2.38
H 13.242 -24.692 -23.238 -0.06 0.09 0.20
N 13.665 -27.135 -21.653 1.32 -1.82 -0.73
C 5.303 -26.686 -21.165 -0.26 -1.56 -0.47
H 17.366 -29.734 -21.804 -0.33 0.34 0.57
C 15.152 -22.848 -23.757 0.43 0.11 0.30
H 7.941 -27.196 -16.808 -0.08 -0.28 -0.24
```
Forces are in eV/Å.

Computed properties:
- LUMO: -13.983 eV
- Total charge: +7
- Max |F|: 0.1254 hartree/bohr
- Spin multiplicity: 1
- HOMO level: -22.180 eV
- Electronic energy: -3798.8096 a.u.
- Kohn-Sham gap: 8.20 eV